Record 1
ORCA calculation (wB97M-V/def2-TZVPD) on a 2-piece molecular cluster, C2H5FN2O overall.

The geometry in XYZ format:
```
11
Properties=species:S:1:pos:R:3:lowdin_spin:R:1
C -0.19 -0.01 -0.78 0.121
C 0.18 -0.24 0.65 0.587
N 0.79 0.01 -1.73 0.027
N -0.90 -0.61 1.48 0.187
O -1.41 0.19 -0.88 0.122
F 1.31 -0.86 0.85 0.134
H 0.50 1.86 1.06 0.785
H 1.69 0.20 -1.41 0.005
H 0.53 -0.08 -2.67 0.001
H -1.70 -0.16 1.02 0.007
H -0.79 -0.29 2.41 0.024
```

* HOMO level (spin up / spin down): -0.265 / -0.375 Eh
* spin multiplicity: 3
* orbital gap (spin up / spin down): 8.25 / 8.88 eV
* charge: 0

Record 2
ORCA calculation (wB97M-V/def2-TZVPD) on C2H5FN3O4 as an isolated structure.

The geometry in XYZ format:
```
15
Properties=species:S:1:pos:R:3:nbo_charge:R:1
C 0.33 -1.08 -0.33 0.284
H -1.12 0.15 0.10 0.436
F -1.34 -1.44 -0.02 -0.579
C 0.00 0.41 -0.42 -0.376
H 0.67 -1.58 -1.25 0.205
N 0.87 -1.68 0.82 -0.826
H 0.77 -2.68 0.81 0.393
H 0.61 -1.14 1.67 0.426
N -0.78 1.75 1.36 0.238
O -1.80 2.43 1.43 -0.555
O -0.36 1.19 2.39 -0.619
N 0.18 0.97 -1.77 0.508
O 0.71 2.07 -1.85 -0.369
O 0.04 0.33 -2.80 -0.414
H 1.23 0.29 -0.15 0.249
```

* HOMO level: -0.113 Eh
* orbital gap: 6.28 eV
* charge: -1

Record 3
ORCA calculation (wB97M-V/def2-TZVPD) on a 2-piece molecular cluster, C2H5FNO overall.

The geometry in XYZ format:
```
10
Properties=species:S:1:pos:R:3:nbo_charge:R:1
C -1.20 -0.20 0.03 -0.696
C 0.20 0.06 0.31 0.180
N 1.18 -0.49 -0.31 -0.111
O 2.38 -0.61 0.12 -0.701
F 0.08 2.20 0.00 -0.884
H -1.28 -0.31 -1.01 0.203
H -1.53 0.78 0.21 0.282
H -1.48 -1.05 0.71 0.198
H 0.52 0.48 1.19 0.210
H 1.11 -0.85 -1.25 0.320
```

* HOMO level: -0.107 Eh
* orbital gap: 7.30 eV
* charge: -1

Record 4
ORCA calculation (wB97M-V/def2-TZVPD) on a 2-piece molecular cluster, C2H5FO overall.

The geometry in XYZ format:
```
9
Properties=species:S:1:pos:R:3:nbo_charge:R:1
C 0.56 -0.38 0.92 -0.827
C -1.93 0.30 -0.71 0.551
O -2.44 -0.86 -0.78 -0.663
F -2.60 1.00 0.22 -0.374
H 1.03 0.12 1.74 0.213
H -0.55 -0.10 0.77 0.184
H 0.57 -1.46 1.01 0.208
H 1.16 -0.21 0.05 0.218
H -3.11 -1.09 -0.09 0.490
```

* HOMO level: -0.372 Eh
* orbital gap: 10.78 eV
* charge: 0

E for the records above, in order: -9895.94422; -17524.35666; -8408.00311; -6917.64343 eV